(1)
Density functional theory data (wB97M-V/def2-TZVPD) for one molecule with the formula C5H10O2.

Values from the calculation:
E_HOMO	-9.55	eV
2S+1	1
energy above the lowest of the compared OMol25 structures with the same formula, charge and spin	40.5	kcal/mol
net charge	0

```
17
C5H10O2 | the OMol25 dataset | wB97M-V/def2-TZVPD
O -1.979 -0.375 -0.713
O 2.334 0.022 1.003
C -0.340 1.138 0.247
C -0.783 -1.128 -0.623
C -1.828 0.924 -0.075
C 0.144 -0.331 0.277
C 1.594 -0.551 -0.052
H -0.369 -1.349 -1.625
H -0.064 -0.669 1.300
H -0.916 -2.103 -0.129
H -2.426 0.902 0.843
H 0.158 1.826 -0.460
H 3.245 0.127 0.715
H 1.837 -1.622 -0.186
H 1.781 -0.057 -1.019
H -2.240 1.692 -0.744
H -0.149 1.554 1.242
```


(2)
Density functional theory data (wB97M-V/def2-TZVPD) for one molecule with the formula C5H10O2.

Values from the calculation:
E_HOMO	-9.81	eV
2S+1	1
energy above the lowest of the compared OMol25 structures with the same formula, charge and spin	44.6	kcal/mol
net charge	0

```
17
C5H10O2 | the OMol25 dataset | wB97M-V/def2-TZVPD
O 0.106 1.837 -1.256
O 0.625 -2.048 0.864
C 1.366 0.148 -0.059
C -1.464 -0.625 -0.560
C -0.685 0.132 0.511
C 0.582 -0.647 0.981
C 0.301 1.232 -0.001
H 0.835 -0.401 2.020
H 1.136 -0.339 -1.013
H 2.434 0.355 0.034
H 1.047 -2.243 0.018
H -1.804 -1.571 -0.128
H -0.377 2.662 -1.136
H -2.332 -0.047 -0.891
H -0.888 -0.876 -1.459
H 0.496 1.986 0.777
H -1.378 0.444 1.299
```


(3)
Density functional theory data (wB97M-V/def2-TZVPD) for one molecule with the formula C5H10O2.

Values from the calculation:
E_HOMO	-8.01	eV
2S+1	1
energy above the lowest of the compared OMol25 structures with the same formula, charge and spin	95.7	kcal/mol
net charge	0

```
17
C5H10O2 | the OMol25 dataset | wB97M-V/def2-TZVPD
O -2.285 -0.707 0.215
O -1.738 1.346 1.250
C -0.609 0.661 -0.870
C 0.844 -1.398 -0.580
C 1.517 0.868 0.449
C -1.368 0.350 0.579
C 0.536 0.025 -0.281
H 2.147 1.366 -0.299
H -0.064 -1.957 -0.801
H -0.566 1.737 -0.988
H -1.097 0.133 -1.683
H 2.156 0.292 1.118
H 1.401 -1.880 0.224
H -0.504 -0.266 1.142
H 1.472 -1.407 -1.481
H -2.834 -0.816 1.004
H 0.993 1.652 1.002
```


(4)
Density functional theory data (wB97M-V/def2-TZVPD) for one molecule with the formula C5H10O2.

Values from the calculation:
E_HOMO	-9.52	eV
2S+1	1
energy above the lowest of the compared OMol25 structures with the same formula, charge and spin	48.6	kcal/mol
net charge	0

```
17
C5H10O2 | the OMol25 dataset | wB97M-V/def2-TZVPD
O 0.430 -1.152 0.771
O 0.876 1.125 -1.159
C 0.047 1.160 -0.009
C -0.552 -0.204 0.324
C 0.027 -2.104 -0.221
C -0.978 -1.122 -0.834
C 0.902 1.653 1.147
H 1.705 0.932 1.328
H -2.024 -1.435 -0.840
H -1.331 -0.061 1.089
H 0.302 1.155 -1.933
H 1.344 2.623 0.908
H 0.307 1.745 2.062
H -0.421 -2.998 0.233
H 0.865 -2.404 -0.860
H -0.695 -0.760 -1.825
H -0.801 1.846 -0.180
```


(5)
Density functional theory data (wB97M-V/def2-TZVPD) for a 2-piece molecular cluster, C5H10O2 overall in a non-equilibrium geometry.

Values from the calculation:
E_HOMO	-10.03	eV
2S+1	1
energy above the lowest of the compared OMol25 structures with the same formula, charge and spin	46.6	kcal/mol
net charge	0

```
17
C5H10O2 | the OMol25 dataset | wB97M-V/def2-TZVPD
O -1.177 -0.178 -0.272
O 0.236 -1.906 0.089
C -0.423 -0.982 0.516
C 1.800 0.719 -0.278
C -0.528 -0.562 1.954
C 0.897 1.698 -0.211
C -1.133 -0.510 -1.663
H -0.113 -0.430 -2.074
H -1.574 -0.622 2.297
H 1.203 2.747 -0.119
H -1.781 0.212 -2.188
H 1.494 -0.329 -0.371
H -0.177 1.482 -0.247
H -0.176 0.476 2.079
H -1.512 -1.528 -1.855
H 0.089 -1.222 2.587
H 2.874 0.935 -0.243
```


(6)
Density functional theory data (wB97M-V/def2-TZVPD) for one molecule with the formula C5H10O2 in a non-equilibrium geometry.

Values from the calculation:
E_HOMO	-9.77	eV
2S+1	1
energy above the lowest of the compared OMol25 structures with the same formula, charge and spin	60.7	kcal/mol
net charge	0

```
17
C5H10O2 | the OMol25 dataset | wB97M-V/def2-TZVPD
O -1.767 0.096 -1.139
O 1.128 -0.279 0.956
C -0.054 -0.858 0.411
C 0.291 -1.942 -0.594
C -0.812 0.343 -0.140
C 0.205 1.427 -0.361
C 1.054 1.143 0.869
H 0.922 -1.549 -1.397
H -0.269 2.414 -0.388
H -0.672 -1.288 1.213
H -1.479 0.736 0.744
H 2.071 1.528 0.809
H 0.761 1.273 -1.291
H -0.622 -2.357 -1.033
H 0.572 1.559 1.770
H -2.308 0.446 -0.382
H 0.839 -2.744 -0.089
```


(7)
Density functional theory data (wB97M-V/def2-TZVPD) for one molecule with the formula C5H10O2 in a non-equilibrium geometry.

Values from the calculation:
E_HOMO	-9.59	eV
2S+1	1
energy above the lowest of the compared OMol25 structures with the same formula, charge and spin	45.2	kcal/mol
net charge	0

```
17
C5H10O2 | the OMol25 dataset | wB97M-V/def2-TZVPD
O -0.351 -0.517 1.127
O -0.163 1.497 0.004
C -0.991 -1.309 -1.150
C -0.917 0.782 0.928
C 0.099 -1.132 -0.092
C 1.261 -0.283 -0.705
C 1.165 1.055 0.062
H -1.849 -1.711 -0.737
H 1.590 0.967 1.080
H 1.092 -0.194 -1.784
H 0.370 -2.156 0.265
H 2.238 -0.695 -0.581
H -1.957 0.699 0.580
H 1.777 1.814 -0.442
H -1.236 -0.371 -1.741
H -0.681 -2.095 -1.866
H -0.935 1.224 1.917
```


(8)
Density functional theory data (wB97M-V/def2-TZVPD) for C5H10O2 as an isolated structure.

Values from the calculation:
E_HOMO (alpha / beta)	-8.44 / -8.44	eV
2S+1	1
energy above the lowest of the compared OMol25 structures with the same formula, charge and spin	134.6	kcal/mol
net charge	0

```
17
C5H10O2 | the OMol25 dataset | wB97M-V/def2-TZVPD
O -2.888 -0.292 1.028
O -0.483 1.794 -0.597
C 0.999 -1.638 0.347
C -2.149 0.192 0.194
C 0.276 1.011 -1.326
C 1.333 -0.152 0.386
C -1.096 1.161 0.487
H -0.067 0.019 -1.601
H 0.223 -1.892 1.072
H 1.689 0.170 1.371
H 0.139 0.411 0.640
H -1.328 1.884 1.262
H 1.877 -2.252 0.562
H 2.145 0.086 -0.300
H -2.231 -0.102 -0.877
H 0.633 -1.942 -0.638
H 0.928 1.543 -2.010
```


(9)
Density functional theory data (wB97M-V/def2-TZVPD) for C5H10O2 as an isolated structure.

Values from the calculation:
E_HOMO	-9.73	eV
2S+1	1
energy above the lowest of the compared OMol25 structures with the same formula, charge and spin	86.9	kcal/mol
net charge	0

```
17
C5H10O2 | the OMol25 dataset | wB97M-V/def2-TZVPD
O 0.810 -0.321 0.433
O -0.108 -2.061 -1.318
C -0.148 1.436 1.136
C -0.832 0.399 2.002
C 1.275 0.977 0.868
C -0.555 0.111 0.569
C -0.171 -1.163 -2.404
H -1.273 -0.184 -0.189
H -1.869 0.599 2.268
H 0.438 -0.260 -2.237
H 1.764 1.507 0.043
H 0.185 -1.653 -3.320
H 0.559 -1.714 -0.706
H -1.213 -0.841 -2.566
H -0.259 -0.157 2.744
H 1.950 0.901 1.727
H -0.554 2.424 0.949
```


(10)
Density functional theory data (wB97M-V/def2-TZVPD) for one molecule with the formula C5H10O2.

Values from the calculation:
E_HOMO	-9.31	eV
2S+1	1
energy above the lowest of the compared OMol25 structures with the same formula, charge and spin	61.3	kcal/mol
net charge	0

```
17
C5H10O2 | the OMol25 dataset | wB97M-V/def2-TZVPD
O -1.590 -1.179 0.948
O 0.679 0.926 0.445
C -0.009 -0.894 -0.977
C -0.823 -1.763 -0.062
C -0.051 0.599 -0.720
C 0.670 -1.829 0.004
C 0.550 2.284 0.788
H 0.806 2.940 -0.058
H -1.101 0.917 -0.584
H 1.240 2.484 1.612
H 0.340 1.155 -1.585
H -1.227 -0.302 1.131
H 1.164 -2.709 -0.398
H -1.361 -2.604 -0.489
H 1.160 -1.377 0.861
H -0.476 2.517 1.113
H 0.028 -1.166 -2.029
```


(11)
Density functional theory data (wB97M-V/def2-TZVPD) for a 2-piece molecular cluster, C5H10O2 overall in a non-equilibrium geometry.

Values from the calculation:
E_HOMO	-9.52	eV
2S+1	1
energy above the lowest of the compared OMol25 structures with the same formula, charge and spin	49.0	kcal/mol
net charge	0

```
17
C5H10O2 | the OMol25 dataset | wB97M-V/def2-TZVPD
O -1.115 0.094 -1.824
O 3.377 1.211 0.822
C -1.264 -0.112 -0.620
C 1.124 -0.565 -0.519
C -2.588 0.099 0.075
C -0.158 -0.590 0.240
C -0.461 -0.658 1.524
H -1.437 -0.556 1.954
H -3.160 -0.871 0.209
H 1.419 0.467 -0.871
H 3.970 0.856 0.125
H 1.953 -0.825 0.136
H -2.549 0.654 1.014
H 1.138 -1.249 -1.394
H 0.321 -0.902 2.272
H -3.200 0.751 -0.602
H 3.525 2.192 0.973
```


(12)
Density functional theory data (wB97M-V/def2-TZVPD) for C5H10O2 as an isolated structure.

Values from the calculation:
E_HOMO	-8.28	eV
2S+1	1
energy above the lowest of the compared OMol25 structures with the same formula, charge and spin	116.1	kcal/mol
net charge	0

```
17
C5H10O2 | the OMol25 dataset | wB97M-V/def2-TZVPD
O 1.072 -0.335 -2.176
O -0.033 -0.430 1.401
C 1.082 0.590 -1.105
C -1.045 0.320 0.866
C -0.511 1.708 0.608
C -0.303 1.040 -0.717
C -0.336 -1.813 1.418
H -1.091 0.028 -0.402
H 1.599 0.189 -0.219
H -0.937 1.374 -1.540
H -0.164 -2.268 0.429
H 0.397 1.940 1.168
H 0.334 -2.279 2.145
H -1.237 2.518 0.633
H 0.625 -1.132 -1.864
H -1.384 -1.965 1.696
H 1.658 1.451 -1.462
```